#one
Density functional theory data (ωB97M-V/def2-TZVPD) for an isolated molecule of C2H6O2.

Computed properties:
E_LUMO = 0.9 eV
HOMO level = -9.2572 eV
total charge = 0
Kohn-Sham gap = 10.199 eV

XYZ file:
```
10
Properties=species:S:1:pos:R:3:nbo_charge:R:1
O -1.217 1.215 -0.261 -0.726
C -0.846 -0.172 -0.036 -0.052
C 0.766 -0.735 0.303 -0.132
O 1.194 0.502 -0.261 -0.735
H -0.979 1.548 -1.145 0.479
H -1.414 -0.372 0.849 0.176
H -1.055 -0.716 -0.946 0.174
H 1.226 -0.868 1.329 0.164
H 1.324 -1.533 -0.273 0.186
H 1.001 1.131 0.441 0.467
```



#two
Density functional theory data (ωB97M-V/def2-TZVPD) for a cluster of 2 separate species, C2H6O2 in total.

Computed properties:
E_LUMO = 0.8 eV
HOMO level = -10.0076 eV
total charge = 0
Kohn-Sham gap = 10.807 eV

XYZ file:
```
10
Properties=species:S:1:pos:R:3:nbo_charge:R:1
C 0.807 -1.239 -0.114 -0.494
C -0.476 -1.136 0.170 0.130
O -1.021 -0.197 1.022 -0.725
H 1.061 -2.021 -0.808 0.214
H 1.550 -0.580 0.289 0.214
H -1.231 -1.735 -0.325 0.173
H -0.713 -0.308 1.927 0.489
O 0.598 2.111 -1.025 -0.944
H 0.327 1.197 -0.877 0.474
H -0.124 2.635 -0.655 0.468
```



Least stable of them? #one.



#one
Density functional theory data (ωB97M-V/def2-TZVPD) for a cluster of 14 separate species, C6H39NO13 in total.

Computed properties:
E_LUMO = 0.0 eV
HOMO level = -9.0113 eV
total charge = 0
Kohn-Sham gap = 8.990 eV

XYZ file:
```
59
Properties=species:S:1:pos:R:3:nbo_charge:R:1
C -0.884 2.063 1.662 -0.635
C -0.121 2.255 0.350 -0.055
C -0.465 0.780 -0.316 -0.391
C -0.020 0.659 -1.739 -0.520
C -0.380 -0.894 -3.706 -0.425
C -0.576 -0.491 -2.444 -0.180
N 1.349 2.317 0.491 -0.874
H -1.808 1.500 1.400 0.213
H -1.194 2.912 2.169 0.195
H -0.265 1.460 2.318 0.221
H -0.424 3.242 -0.075 0.183
H -1.540 0.544 -0.398 0.226
H -0.066 0.057 0.393 0.215
H -0.170 1.642 -2.287 0.239
H 1.109 0.615 -1.719 0.238
H -0.956 -1.729 -4.052 0.213
H 0.379 -0.334 -4.337 0.180
H -1.332 -1.076 -1.946 0.202
H 1.816 2.979 1.079 0.372
H 1.703 1.438 0.557 0.355
H -2.121 2.803 -3.030 0.473
H -1.520 3.437 -1.924 0.497
O -2.177 2.741 -2.111 -0.969
H 2.404 -0.161 3.561 0.495
H 2.789 1.212 2.884 0.463
O 2.462 0.763 3.679 -0.963
H -2.426 -2.544 1.835 0.458
H -3.168 -1.497 0.965 0.487
O -2.271 -1.893 1.282 -0.948
H -0.366 -3.959 2.688 0.518
H -1.550 -3.427 3.617 0.490
O -0.963 -3.073 2.885 -0.952
H 4.347 -1.912 -0.139 0.486
H 2.897 -2.309 -0.673 0.475
O 3.538 -1.611 -0.638 -0.959
H 3.374 1.789 -2.760 0.470
H 2.175 1.222 -3.402 0.469
O 2.495 1.865 -2.847 -0.930
H 0.329 -3.102 -2.312 0.484
H -0.408 -3.770 -1.075 0.471
O 0.133 -3.967 -1.905 -0.957
H 0.079 -2.081 3.325 0.482
H 0.315 -0.849 4.062 0.455
O 0.746 -1.521 3.754 -0.986
H -3.917 2.646 -0.542 0.497
H -3.764 2.829 0.995 0.490
O -4.204 2.261 0.292 -0.966
H -4.059 0.709 -0.509 0.490
H -3.121 0.414 -1.629 0.469
O -3.779 -0.030 -1.061 -0.970
H 0.530 3.108 -1.776 0.508
H 1.067 3.947 -3.003 0.503
O 0.274 3.792 -2.441 -1.001
H 0.968 -3.570 0.805 0.480
H 2.329 -4.318 1.306 0.515
O 1.472 -3.817 1.504 -0.979
H 2.340 -2.449 2.544 0.507
H 3.306 -1.424 1.951 0.458
O 3.291 -2.192 2.442 -0.978
```



#two
Density functional theory data (ωB97M-V/def2-TZVPD) for a cluster of 13 separate species, C6H39NO13 in total.

Computed properties:
E_LUMO = 0.1 eV
HOMO level = -9.0748 eV
total charge = 0
Kohn-Sham gap = 9.135 eV

XYZ file:
```
59
Properties=species:S:1:pos:R:3:nbo_charge:R:1
C -1.355 0.607 -0.912 -0.079
O -2.349 1.373 -0.243 -0.754
C 0.054 0.600 -0.167 -0.056
C 0.904 -0.583 -0.564 -0.430
C 2.379 -0.456 -0.088 -0.229
C 3.325 -0.971 -1.207 -0.624
C 2.734 -1.010 1.278 -0.619
N 0.764 1.834 -0.618 -0.901
H -1.194 1.122 -1.897 0.175
H -1.706 -0.408 -1.013 0.177
H -3.181 0.953 -0.543 0.483
H -0.058 0.755 0.927 0.211
H 0.834 -0.754 -1.650 0.200
H 0.398 -1.459 -0.152 0.213
H 2.524 0.659 -0.026 0.217
H 3.084 -0.612 -2.211 0.199
H 3.342 -2.053 -1.190 0.219
H 4.328 -0.518 -1.111 0.207
H 2.074 -0.768 2.086 0.202
H 2.932 -2.091 1.072 0.209
H 3.721 -0.730 1.638 0.212
H 0.978 2.166 -1.531 0.398
H 0.232 2.579 -0.182 0.343
H -0.443 -3.293 -2.068 0.514
H -1.125 -2.506 -0.942 0.515
O -0.913 -2.466 -1.909 -1.029
H -1.313 -1.455 3.128 0.510
H 0.279 -1.314 2.957 0.469
O -0.448 -1.902 3.158 -0.983
H 1.227 -2.923 -3.505 0.474
H 3.228 1.604 -2.717 0.483
O 1.481 -3.170 -2.607 -0.946
H 1.966 2.061 3.255 0.518
H 0.986 2.404 4.516 0.485
O 1.074 2.013 3.646 -1.011
H -0.393 -3.003 1.403 0.512
H -1.387 -2.006 0.856 0.486
O -1.117 -2.928 0.773 -0.965
H -2.879 3.269 -0.458 0.481
H -1.588 3.903 -0.151 0.452
O -2.528 4.027 0.042 -0.938
H -2.241 0.235 2.591 0.516
H -2.943 -0.335 1.270 0.484
O -2.548 -0.588 2.107 -1.027
H -0.709 1.897 3.284 0.517
H -2.209 2.255 3.621 0.490
O -1.620 1.563 3.270 -0.981
H -3.970 -2.112 -0.880 0.479
H -2.679 -2.086 -1.705 0.492
O -3.461 -1.545 -1.467 -0.982
H -1.100 -1.816 -3.454 0.482
H -2.110 -0.778 -3.759 0.465
O -1.295 -1.154 -4.151 -0.970
H 2.893 3.550 1.946 0.490
H 3.704 2.291 1.746 0.487
O 3.317 2.821 2.468 -0.944
H 2.401 1.846 -4.087 0.487
H 1.326 -2.331 -2.144 0.481
O 2.628 2.162 -3.211 -0.965
```



Least stable of them? #one.



#one
Density functional theory data (ωB97M-V/def2-TZVPD) for an isolated molecule of C3H6N4.

Computed properties:
E_LUMO (spin up / spin down) = -0.1 / -1.0 eV
HOMO level (spin up / spin down) = -8.3931 / -6.8453 eV
total charge = 0
Kohn-Sham gap (spin up / spin down) = 8.301 / 5.808 eV

XYZ file:
```
13
Properties=species:S:1:pos:R:3:nbo_charge:R:1
C -2.518 0.376 -1.123 -0.388
C 2.320 -0.344 -0.303 -0.092
C -1.563 -0.226 -0.304 -0.084
N -0.995 0.607 0.545 -0.203
N 0.829 0.441 2.184 -0.396
N 1.108 -0.546 0.096 -0.273
N 0.413 0.037 1.095 0.139
H -3.062 -0.267 -1.744 0.190
H -2.833 1.398 -0.975 0.203
H 2.508 -1.051 -1.000 0.189
H 2.991 0.437 -0.118 0.175
H -1.097 -1.159 -0.612 0.219
H 1.897 0.297 2.259 0.319
```



#two
Density functional theory data (ωB97M-V/def2-TZVPD) for an isolated molecule of C3H6N4.

Computed properties:
E_LUMO = 0.6 eV
HOMO level = -7.3858 eV
total charge = 0
Kohn-Sham gap = 8.020 eV

XYZ file:
```
13
Properties=species:S:1:pos:R:3:nbo_charge:R:1
C -2.488 -1.246 -0.092 0.134
C 0.589 1.788 -0.076 -0.422
C 1.473 -0.892 0.034 -0.436
N -1.555 0.942 0.083 -0.205
N -2.226 -0.108 0.117 -0.035
N 0.137 -0.501 0.010 -0.377
N -0.167 0.696 0.033 0.119
H -2.742 -2.194 0.206 0.230
H 1.552 1.928 -0.423 0.206
H -0.011 2.632 0.079 0.202
H 2.071 -0.034 -0.290 0.179
H 1.773 -1.367 0.943 0.202
H 1.596 -1.645 -0.624 0.204
```



#three
Density functional theory data (ωB97M-V/def2-TZVPD) for an isolated molecule of C3H6N4.

Computed properties:
E_LUMO = 0.8 eV
HOMO level = -9.4034 eV
total charge = 0
Kohn-Sham gap = 10.191 eV

XYZ file:
```
13
Properties=species:S:1:pos:R:3:nbo_charge:R:1
C 1.822 0.251 0.244 -0.665
C 0.391 0.431 -0.053 0.379
N -0.154 1.685 0.065 -0.500
C -1.513 1.519 -0.077 0.140
N -1.780 0.201 -0.342 -0.327
N -0.581 -0.453 -0.420 -0.067
N -0.423 -1.790 -0.033 -0.656
H 2.418 1.210 -0.017 0.259
H 1.953 -0.208 1.201 0.238
H 2.084 -0.545 -0.503 0.233
H -2.377 2.218 -0.207 0.221
H -0.772 -2.124 0.906 0.376
H -1.066 -2.395 -0.765 0.371
```



#four
Density functional theory data (ωB97M-V/def2-TZVPD) for an isolated molecule of C3H6N4.

Computed properties:
E_LUMO (spin up / spin down) = 0.7 / 0.7 eV
HOMO level (spin up / spin down) = -7.0649 / -7.0635 eV
total charge = 0
Kohn-Sham gap (spin up / spin down) = 7.764 / 7.763 eV

XYZ file:
```
13
Properties=species:S:1:pos:R:3:nbo_charge:R:1
C 0.756 -0.613 -0.019 -0.062
C -1.740 -1.067 0.063 -0.018
C 1.910 0.423 0.013 -0.648
N -2.730 -0.284 0.016 -0.183
N -2.355 0.938 0.051 -0.154
N -0.975 1.007 -0.128 -0.265
N -0.496 -0.304 0.042 -0.106
H 1.084 -1.639 -0.267 0.201
H -1.627 -2.056 -0.164 0.196
H 1.457 1.245 0.639 0.191
H 2.196 0.860 -0.951 0.225
H 2.846 -0.106 0.359 0.240
H -0.326 1.597 0.346 0.385
```



Least stable of them? #two.



#one
Density functional theory data (ωB97M-V/def2-TZVPD) for an isolated molecule of C3H6N4.

Computed properties:
E_LUMO = 1.0 eV
HOMO level = -9.3971 eV
total charge = 0
Kohn-Sham gap = 10.379 eV

XYZ file:
```
13
Properties=species:S:1:pos:R:3:nbo_charge:R:1
C 0.486 0.281 0.251 0.406
C 1.020 -0.875 1.034 -0.681
C -1.421 -0.593 -0.906 -0.423
N 0.732 2.355 -0.147 0.259
N 1.252 1.457 0.467 -0.394
N 0.017 2.908 -0.803 0.023
N -0.497 0.427 -0.527 -0.483
H 2.105 -0.820 1.064 0.243
H 0.651 -0.811 2.057 0.240
H 0.704 -1.820 0.601 0.224
H -1.285 -1.556 -0.405 0.170
H -2.425 -0.220 -0.699 0.209
H -1.339 -0.733 -1.987 0.208
```



#two
Density functional theory data (ωB97M-V/def2-TZVPD) for a cluster of 2 separate species, C3H6N4 in total.

Computed properties:
E_LUMO = 1.2 eV
HOMO level = -9.4437 eV
total charge = 0
Kohn-Sham gap = 10.618 eV

XYZ file:
```
13
Properties=species:S:1:pos:R:3:nbo_charge:R:1
C 0.042 -0.797 0.001 -0.150
C -1.272 -0.960 0.729 0.054
C 1.324 -1.444 0.621 -0.648
N -0.394 2.650 -0.644 0.243
N -0.216 3.085 0.401 -0.056
N -0.776 1.983 -1.566 -0.565
N -0.730 0.149 0.945 -0.320
H 0.042 -0.550 -1.081 0.203
H -2.172 -1.490 0.867 0.206
H 2.277 -1.194 -0.002 0.216
H 1.306 -2.550 0.510 0.209
H 1.339 -1.230 1.727 0.226
H -0.769 2.348 -2.508 0.381
```



#three
Density functional theory data (ωB97M-V/def2-TZVPD) for a cluster of 2 separate species, C3H6N4 in total.

Computed properties:
E_LUMO (spin up / spin down) = 0.7 / 0.7 eV
HOMO level (spin up / spin down) = -8.1704 / -8.1708 eV
total charge = 0
Kohn-Sham gap (spin up / spin down) = 8.836 / 8.837 eV

XYZ file:
```
13
Properties=species:S:1:pos:R:3:nbo_charge:R:1
C -1.843 -1.149 -0.437 -0.461
C -1.972 0.001 0.355 -0.024
N -0.975 0.938 0.550 -0.345
N 0.231 0.675 0.362 0.013
N 1.026 1.751 0.320 -0.613
H -0.878 -1.300 -0.881 0.193
H -2.583 -1.916 -0.436 0.205
H -2.752 0.415 0.919 0.202
H 1.958 1.423 0.194 0.420
H 0.561 2.617 0.354 0.383
C 2.305 -1.160 -0.397 0.155
N 2.784 -0.154 -0.128 -0.366
H 2.136 -2.142 -0.775 0.236
```



Least stable of them? #two.